No. 1
ORCA calculation (wB97M-V/def2-TZVPD) on a structure of composition C24H28AuN4O3S.

```
! wB97M-V def2-TZVPD RIJCOSX def2/J DEFGRID3
* xyz 1 3
Au 0.369 0.180 0.196
C -2.571 -6.414 0.174
C -3.219 -5.209 0.851
C -4.646 -5.039 0.309
C -3.274 -5.448 2.368
C -2.438 -3.926 0.599
C -2.932 -2.706 1.058
C -2.209 -1.554 0.864
N -1.029 -1.548 0.228
C -0.539 -2.701 -0.248
C -1.218 -3.894 -0.067
C 0.763 -2.612 -0.986
C 1.304 -3.668 -1.679
C 2.511 -3.521 -2.372
C 3.107 -2.270 -2.327
C 2.513 -1.238 -1.621
N 1.366 -1.410 -0.966
C 3.103 -4.703 -3.130
C 4.405 -4.333 -3.839
C 2.088 -5.181 -4.178
C 3.385 -5.832 -2.128
H -3.180 -7.299 0.363
H -1.572 -6.618 0.565
H -2.505 -6.287 -0.909
H -5.200 -5.968 0.445
H -4.643 -4.799 -0.756
H -5.194 -4.254 0.832
H -3.849 -6.352 2.575
H -3.758 -4.621 2.889
H -2.275 -5.578 2.788
H -3.874 -2.645 1.584
H -2.566 -0.604 1.235
H -0.789 -4.809 -0.445
H 0.788 -4.617 -1.698
H 4.036 -2.070 -2.839
H 2.948 -0.249 -1.563
H 4.258 -3.543 -4.579
H 4.784 -5.209 -4.366
H 5.178 -4.013 -3.138
H 1.831 -4.383 -4.876
H 1.165 -5.547 -3.723
H 2.517 -6.004 -4.752
H 4.078 -5.508 -1.349
H 3.835 -6.680 -2.648
H 2.473 -6.189 -1.646
O 2.600 3.521 -0.689
C 1.777 2.710 -0.361
O 1.941 1.405 -0.449
C 0.460 3.149 0.233
C 0.167 4.481 0.445
C -1.069 4.818 0.971
C -1.979 3.813 1.262
C -1.624 2.501 1.030
N -0.423 2.185 0.526
H 0.918 5.214 0.184
H -1.324 5.854 1.152
H -2.955 4.034 1.671
H -2.290 1.683 1.256
O -1.822 0.652 3.348
S -0.448 0.206 3.521
N 0.507 0.018 2.387
*
```

Its lowest unoccupied orbital energy (alpha / beta) is -3.40 / -5.72 eV. The calculated total energy is -51965.583 eV.

No. 2
ORCA calculation (wB97M-V/def2-TZVPD) on a cluster of 12 separate species, C17H58N12O12 in total in a non-equilibrium geometry.

```
! wB97M-V def2-TZVPD RIJCOSX def2/J DEFGRID3
* xyz 0 1
C -0.949 0.936 -5.584
O -1.033 1.345 -6.972
H 0.053 1.244 -5.284
H -1.646 1.575 -5.042
H -1.017 -0.143 -5.451
H -0.365 1.952 -7.299
C 0.892 -7.101 -3.617
O 0.612 -6.459 -2.586
N 2.026 -7.710 -3.857
N 0.137 -7.247 -4.691
H 2.811 -7.366 -3.323
H 2.203 -8.125 -4.761
H -0.699 -6.697 -4.832
H 0.476 -7.953 -5.328
C 2.309 -0.585 6.686
O 1.231 -1.109 6.968
N 3.346 -1.232 6.220
N 2.692 0.640 6.676
H 3.210 -2.215 6.036
H 4.208 -0.786 5.940
H 1.984 1.347 6.536
H 3.592 0.869 6.280
C -2.703 5.360 3.768
O -1.887 5.450 4.681
N -3.900 4.933 3.826
N -2.474 5.625 2.546
H -4.494 4.954 3.010
H -4.225 4.743 4.764
H -3.290 5.510 1.962
H -1.532 5.861 2.267
C -5.440 -3.619 6.368
O -6.547 -3.511 5.775
N -4.356 -3.016 5.897
N -5.242 -3.747 7.639
H -4.330 -2.684 4.944
H -3.503 -3.176 6.414
H -5.930 -4.157 8.254
H -4.259 -3.790 7.867
C 3.310 -8.401 3.014
O 4.183 -8.527 2.086
N 3.597 -8.534 4.294
N 2.058 -8.009 2.775
H 4.518 -8.790 4.619
H 2.845 -8.262 4.910
H 2.137 -7.618 1.847
H 1.479 -7.699 3.542
C 7.184 -2.308 -2.048
O 8.386 -2.522 -2.208
N 6.721 -1.448 -1.169
N 6.217 -2.708 -2.747
H 5.776 -1.098 -1.234
H 7.238 -1.209 -0.335
H 5.330 -2.278 -2.528
H 6.433 -3.363 -3.485
C -7.566 5.417 -2.950
C -6.795 4.474 -2.127
O -6.454 5.270 -1.022
H -8.656 5.439 -2.933
H -7.362 5.242 -4.006
H -7.312 6.429 -2.634
H -5.917 4.091 -2.647
H -7.354 3.683 -1.628
H -7.297 5.498 -0.623
C 0.431 1.043 0.283
C 0.666 -0.508 0.476
O 1.423 -1.113 -0.480
H -0.381 1.200 -0.428
H 1.261 1.583 -0.173
H 0.241 1.394 1.298
H -0.291 -0.933 0.779
H 1.356 -0.643 1.309
H 1.085 -2.011 -0.473
C 0.602 7.523 -3.705
C 1.445 8.729 -3.936
O 2.464 8.847 -2.950
H 0.428 7.458 -2.631
H 1.137 6.623 -4.007
H -0.288 7.503 -4.335
H 0.783 9.594 -3.928
H 1.970 8.805 -4.888
H 2.082 8.568 -2.115
C 6.423 4.429 0.041
C 6.105 4.371 1.528
O 6.716 5.425 2.161
H 5.824 5.201 -0.442
H 5.868 3.630 -0.452
H 7.505 4.466 -0.087
H 6.554 3.451 1.902
H 5.040 4.357 1.760
H 6.372 6.252 1.817
C -5.394 -4.306 -2.552
C -5.250 -3.962 -4.005
O -4.852 -5.065 -4.726
H -4.379 -4.166 -2.181
H -5.721 -5.333 -2.389
H -6.144 -3.687 -2.060
H -4.645 -3.057 -3.952
H -6.226 -3.557 -4.270
H -4.876 -4.793 -5.646
*
```

As for the structure (SMILES): NC(N)=O.NC(N)=O.NC(N)=O.NC(N)=O.NC(N)=O.NC(N)=O.CCO.CCO.CCO.CCO.CCO.CO. Its lowest unoccupied orbital energy is -0.11 eV. The calculated total energy is -61017.155 eV.

No. 3
ORCA calculation (wB97M-V/def2-TZVPD) on a structure of composition C49H47BrCl2KN7O2Si in a non-equilibrium geometry.

```
! wB97M-V def2-TZVPD RIJCOSX def2/J DEFGRID3
* xyz -2 1
K -1.382 -1.325 0.615
Cl -5.502 -5.722 3.569
C -4.423 -5.086 2.348
C -3.228 -4.522 2.746
C -2.322 -3.983 1.826
N -1.146 -3.324 2.201
C -0.684 -3.453 3.422
O -0.988 -4.208 4.364
C 0.476 -2.531 3.731
C 1.569 -3.041 4.434
C 2.616 -2.206 4.746
C 2.526 -0.865 4.392
C 1.396 -0.445 3.719
N 0.396 -1.253 3.367
C -2.646 -4.065 0.441
C -3.859 -4.650 0.077
C -4.742 -5.150 1.007
Cl -6.240 -5.866 0.457
N -1.821 -3.499 -0.528
C -1.641 -4.156 -1.651
O -1.962 -5.313 -1.965
C -0.910 -3.366 -2.734
C -0.271 -4.087 -3.743
C 0.331 -3.403 -4.777
C 0.249 -2.018 -4.791
C -0.417 -1.393 -3.751
N -0.963 -2.036 -2.729
H -2.975 -4.498 3.792
H 1.560 -4.083 4.720
H 3.494 -2.586 5.256
H 3.321 -0.164 4.616
H 1.290 0.590 3.421
H -4.096 -4.731 -0.974
H -0.294 -5.166 -3.686
H 0.833 -3.937 -5.577
H 0.669 -1.430 -5.595
H -0.533 -0.321 -3.747
C 1.187 4.416 4.524
C 0.100 3.383 4.523
C -0.512 2.929 5.692
C -1.508 1.967 5.631
C -1.844 1.481 4.373
Br -3.206 0.178 4.200
N -1.266 1.869 3.264
C -0.334 2.812 3.333
H 1.226 4.942 5.479
H 1.028 5.152 3.737
H 2.163 3.961 4.353
H -0.211 3.332 6.653
H -2.006 1.598 6.516
H 0.080 3.126 2.384
C -2.009 1.611 -0.160
Si -1.487 2.509 -1.587
C 0.424 2.738 -1.646
N 1.178 1.781 -0.856
C 1.508 0.554 -1.556
C 3.005 0.257 -1.576
C 3.812 1.496 -1.948
C 3.484 2.679 -1.019
C 2.283 2.340 -0.129
C -2.047 1.677 -3.206
C -1.680 2.155 -4.464
C -2.041 1.493 -5.626
C -2.809 0.341 -5.551
C -3.204 -0.139 -4.315
C -2.813 0.518 -3.158
C -2.126 4.314 -1.940
C -1.453 5.491 -1.609
C -2.019 6.746 -1.791
C -3.290 6.865 -2.325
C -3.981 5.714 -2.677
C -3.402 4.471 -2.490
H -3.073 1.574 0.056
H -1.446 1.849 0.727
H 0.664 3.735 -1.276
H 0.773 2.733 -2.691
H 1.161 0.651 -2.588
H 0.966 -0.300 -1.133
H 3.192 -0.547 -2.293
H 3.331 -0.129 -0.608
H 3.582 1.768 -2.983
H 4.880 1.267 -1.917
H 3.235 3.560 -1.617
H 4.345 2.951 -0.404
H 1.937 3.232 0.394
H 2.583 1.628 0.647
H -1.094 3.063 -4.537
H -1.723 1.871 -6.591
H -3.086 -0.188 -6.454
H -3.777 -1.054 -4.246
H -3.051 0.103 -2.195
H -0.464 5.442 -1.180
H -1.462 7.635 -1.515
H -3.739 7.841 -2.467
H -4.976 5.787 -3.102
H -3.956 3.590 -2.781
N 1.862 -2.179 0.768
C 3.196 -2.473 0.845
C 4.120 -1.523 1.292
C 5.468 -1.820 1.338
C 5.940 -3.063 0.940
C 5.026 -4.005 0.488
C 3.675 -3.721 0.438
H 1.215 -2.948 0.710
H 1.516 -1.435 1.350
H 3.764 -0.557 1.612
H 6.160 -1.066 1.689
H 6.996 -3.292 0.980
H 5.370 -4.980 0.167
H 2.973 -4.461 0.084
*
```

Its lowest unoccupied orbital energy is 3.55 eV. The calculated total energy is -185394.963 eV.

No. 4
ORCA calculation (wB97M-V/def2-TZVPD) on a cluster of 2 separate species, C6H16NO in total in a non-equilibrium geometry.

```
! wB97M-V def2-TZVPD RIJCOSX def2/J DEFGRID3
* xyz 1 1
C 0.800 0.352 -1.185
C -0.455 0.315 -0.310
C -0.513 -0.913 0.738
C 0.894 -0.963 1.412
C 1.266 -0.337 2.650
C 1.902 -2.103 0.795
N -1.756 0.202 -1.052
H 0.545 0.791 -2.159
H 1.307 -0.617 -1.267
H 1.440 1.113 -0.630
H -0.753 1.208 0.287
H -0.650 -1.883 0.197
H -1.347 -0.740 1.469
H 0.701 0.353 3.210
H 2.204 -0.649 3.133
H 1.743 -3.128 1.258
H 1.578 -2.313 -0.264
H 2.936 -1.803 0.796
H -2.531 0.637 -0.570
H -1.979 -0.726 -1.589
H -1.599 0.868 -1.960
H -1.386 3.850 -2.075
H -2.639 3.353 -1.445
O -1.711 3.134 -1.440
*
```

Its lowest unoccupied orbital energy is -3.44 eV. The calculated total energy is -10010.724 eV.

No. 5
ORCA calculation (wB97M-V/def2-TZVPD) on a structure of composition C38H38N3O8SiV.

```
! wB97M-V def2-TZVPD RIJCOSX def2/J DEFGRID3
* xyz -1 2
V 0.068 -0.205 0.158
C 3.223 0.264 2.807
C 1.824 -0.150 2.428
O 1.667 -0.544 1.221
C 0.811 -0.110 3.366
C -0.492 -0.537 3.092
C -1.446 -0.765 4.224
N -0.886 -0.765 1.853
N -2.123 -1.357 1.717
C -2.235 -1.713 0.472
O -1.273 -1.515 -0.361
C -3.458 -2.379 -0.028
C -3.522 -2.760 -1.364
C -4.656 -3.394 -1.852
C -5.729 -3.645 -1.010
C -5.667 -3.259 0.324
C -4.538 -2.628 0.815
H 3.908 0.017 1.999
H 3.547 -0.225 3.727
H 3.237 1.343 2.976
H 1.055 0.176 4.378
H -0.985 -0.488 5.168
H -1.746 -1.812 4.252
H -2.352 -0.180 4.065
H -2.683 -2.543 -2.014
H -4.700 -3.684 -2.894
H -6.614 -4.139 -1.390
H -6.507 -3.447 0.981
H -4.474 -2.319 1.849
O -1.905 2.837 -1.352
C -0.907 2.144 -1.320
O -0.920 0.852 -1.146
C 0.466 2.772 -1.585
C 1.491 1.803 -2.200
C 2.625 2.594 -2.861
C 3.366 3.142 -1.617
C 2.556 2.498 -0.483
O 2.140 1.257 -1.045
C 1.209 3.220 -0.293
C 0.612 2.738 1.026
O 0.695 3.441 2.021
O 0.140 1.534 1.035
H 0.286 3.635 -2.228
H 1.065 0.997 -2.792
H 2.252 3.376 -3.522
H 3.263 1.921 -3.436
H 3.363 4.230 -1.553
H 4.400 2.796 -1.593
H 3.103 2.314 0.442
H 1.327 4.300 -0.228
O 1.038 -1.184 -1.115
Si 1.372 -1.934 -2.476
C 2.920 -1.141 -3.216
C 3.921 -0.714 -2.340
C 5.066 -0.087 -2.805
C 5.230 0.140 -4.166
C 4.243 -0.265 -5.052
C 3.101 -0.899 -4.576
C 1.698 -3.767 -2.168
C 2.942 -4.376 -2.309
C 3.114 -5.732 -2.051
C 2.033 -6.505 -1.658
C 0.781 -5.919 -1.521
C 0.621 -4.566 -1.771
C -0.008 -1.890 -3.753
C -1.113 -1.053 -3.607
C -2.125 -1.036 -4.560
C -2.049 -1.859 -5.674
C -0.962 -2.711 -5.828
C 0.041 -2.727 -4.872
H 3.776 -0.845 -1.273
H 5.826 0.241 -2.105
H 6.119 0.640 -4.532
H 4.358 -0.083 -6.113
H 2.332 -1.195 -5.280
H 3.795 -3.783 -2.619
H 4.093 -6.184 -2.160
H 2.163 -7.562 -1.460
H -0.067 -6.518 -1.212
H -0.357 -4.113 -1.648
H -1.197 -0.425 -2.724
H -2.976 -0.380 -4.424
H -2.839 -1.848 -6.415
H -0.904 -3.367 -6.688
H 0.873 -3.414 -4.992
N 0.986 -3.811 1.690
H 1.820 -4.186 1.248
H 0.851 -2.897 1.265
H 0.221 -4.383 1.349
*
```

Its lowest unoccupied orbital energy (alpha / beta) is 2.01 / 2.57 eV. The calculated total energy is -94447.137 eV.

No. 6
ORCA calculation (wB97M-V/def2-TZVPD) on a structure of composition C3H6N4 in a non-equilibrium geometry.

```
! wB97M-V def2-TZVPD RIJCOSX def2/J DEFGRID3
* xyz 0 1
C 0.264 0.927 1.569
C -0.425 -0.349 0.972
C 0.597 -0.639 -2.370
H 0.176 1.782 0.662
H 1.521 0.741 2.115
H -0.336 1.295 2.572
H -1.570 -0.106 1.148
H -0.371 -1.338 1.500
H 1.182 -0.636 -3.158
N -0.110 -0.452 -0.391
N 0.915 -1.026 -1.178
N -0.674 -0.094 -2.319
N -1.167 -0.104 -1.122
*
```

Its lowest unoccupied orbital energy is 0.70 eV. The calculated total energy is -9164.296 eV.

No. 7
ORCA calculation (wB97M-V/def2-TZVPD) on the ion C19H39BrN with charge -1 in a non-equilibrium geometry.

```
! wB97M-V def2-TZVPD RIJCOSX def2/J DEFGRID3
* xyz -1 1
C -4.879 1.553 1.546
C -3.476 1.138 1.084
C -3.432 0.396 -0.264
C -2.601 1.093 -1.348
C -2.027 0.115 -2.383
C -0.581 -0.289 -2.062
C 0.438 0.473 -2.906
C 1.879 0.138 -2.552
C 2.330 0.678 -1.197
C 2.373 2.211 -1.126
C 2.577 2.817 0.288
C 2.209 1.896 1.446
C 0.697 1.699 1.609
C 0.312 0.760 2.760
C -0.079 -0.635 2.267
C 1.122 -1.529 1.885
N 0.957 -2.894 2.297
C 0.680 -3.777 1.366
Br -1.190 -3.398 0.190
C 1.703 -4.131 0.248
C 1.830 -3.228 -0.997
H -5.321 0.800 2.203
H -4.860 2.496 2.098
H -5.551 1.691 0.693
H -3.028 0.503 1.853
H -2.848 2.033 1.017
H -3.021 -0.609 -0.125
H -4.452 0.258 -0.644
H -1.777 1.630 -0.863
H -3.240 1.818 -1.867
H -2.043 0.602 -3.365
H -2.667 -0.772 -2.442
H -0.384 -0.116 -0.998
H -0.443 -1.363 -2.227
H 0.245 0.267 -3.967
H 0.245 1.549 -2.783
H 1.968 -0.955 -2.520
H 2.553 0.493 -3.343
H 3.337 0.288 -1.011
H 1.653 0.272 -0.447
H 1.470 2.644 -1.570
H 3.201 2.538 -1.766
H 3.618 3.139 0.400
H 1.966 3.724 0.376
H 2.580 2.341 2.377
H 2.710 0.925 1.360
H 0.259 2.691 1.784
H 0.272 1.312 0.678
H -0.518 1.201 3.323
H 1.153 0.685 3.465
H -0.714 -0.498 1.382
H -0.689 -1.167 3.001
H 1.317 -1.399 0.807
H 2.005 -1.103 2.395
H 0.392 -4.715 1.852
H 2.664 -4.154 0.771
H 1.490 -5.153 -0.080
H 1.718 -3.797 -1.924
H 2.816 -2.751 -1.042
H 1.083 -2.436 -1.000
*
```

Its lowest unoccupied orbital energy is 3.09 eV. The calculated total energy is -91869.156 eV.

No. 8
ORCA calculation (wB97M-V/def2-TZVPD) on a cluster of 2 separate species, C9H12FINO4PS2 in total.

```
! wB97M-V def2-TZVPD RIJCOSX def2/J DEFGRID3
* xyz 0 1
O -3.658 4.575 -0.660
S -3.025 3.694 -1.570
O -3.415 3.545 -2.921
F -1.523 4.155 -1.604
N -2.933 2.219 -0.884
C -2.816 2.184 0.608
C -1.626 2.923 1.205
C -0.256 2.404 0.800
I 0.138 0.419 1.491
P -2.237 0.906 -1.792
S -0.832 1.217 -3.055
H -2.765 1.131 0.885
H -3.748 2.579 1.006
H -1.731 2.848 2.290
H -1.683 3.986 0.965
H 0.524 3.012 1.248
H -0.103 2.395 -0.277
H -3.394 0.298 -2.300
H -1.900 0.104 -0.697
C 3.735 -4.903 0.906
C 2.800 -4.367 1.685
C 2.075 -3.137 1.278
O 1.222 -2.650 1.990
C 2.429 -2.528 -0.029
C 3.364 -3.066 -0.807
C 4.091 -4.295 -0.402
O 4.942 -4.786 -1.110
H 4.280 -5.798 1.177
H 2.520 -4.788 2.642
H 1.884 -1.632 -0.300
H 3.642 -2.644 -1.765
*
```

As for the structure (SMILES): O=S(=O)(F)N(CCCI)[PH2]=S.O=C1C=CC(=O)C=C1. Its lowest unoccupied orbital energy is -1.61 eV. The calculated total energy is -60984.210 eV.